Entry from the Open Molecules 2025 dataset: a cluster of 5 separate species, C29H68N4O4 in total (ωB97M-V with the def2-TZVPD basis set).

Structure (XYZ):
```
105
Properties=species:S:1:pos:R:3:forces:R:3
C -2.1275 -1.7532 -1.3031 0.11 -0.29 0.22
O -2.5174 -0.6309 -2.0589 -0.16 0.12 0.30
C -1.4518 0.1458 -2.5179 0.16 0.28 -0.41
C -1.9830 1.5237 -2.8910 -0.22 -0.09 -0.52
C -1.4419 2.1063 -4.1989 0.00 0.48 0.44
O -0.3403 2.9220 -3.7570 0.40 -0.48 0.43
C -0.3053 2.8503 -2.3954 1.13 0.46 0.17
O 0.6813 3.0138 -1.7226 -1.58 0.16 -0.82
O -1.5537 2.5268 -1.9616 0.44 -0.43 0.63
H -2.8449 -1.8973 -0.5045 -0.26 -0.04 0.06
H -2.0757 -2.6600 -1.9018 -0.03 -0.11 -0.26
H -1.1542 -1.6175 -0.8353 0.18 0.17 0.05
H -0.9881 -0.3027 -3.4004 0.08 -0.22 -0.10
H -0.6750 0.2706 -1.7625 0.10 -0.09 0.22
H -3.0631 1.4664 -2.8947 -0.22 0.16 0.13
H -1.0516 1.3738 -4.8891 -0.07 -0.18 -0.22
H -2.1840 2.7520 -4.6506 -0.06 0.07 -0.32
C -0.2655 2.1866 1.6203 0.01 -0.04 -0.02
C -1.7758 2.3626 1.5897 0.13 0.07 -0.08
N -2.3796 2.3363 2.9087 -0.10 -0.12 0.06
C -3.8224 2.1901 2.8816 -0.13 -0.08 -0.02
C -4.6519 3.3130 2.2461 -0.08 0.00 0.05
C -1.8533 3.3015 3.8563 0.20 0.10 0.10
C -1.8947 4.7847 3.4686 -0.05 0.05 0.10
H 0.0062 1.2887 2.1782 -0.02 0.01 0.05
H 0.1163 2.0911 0.6045 0.00 0.05 -0.02
H 0.2388 3.0403 2.0749 0.01 0.00 0.00
H -2.2037 1.5396 1.0101 -0.11 0.01 0.03
H -2.0159 3.2835 1.0357 0.03 -0.03 -0.06
H -4.1688 2.0279 3.9060 0.05 0.04 0.03
H -4.0431 1.2599 2.3478 0.05 0.01 -0.05
H -4.6854 4.2026 2.8740 0.04 0.03 -0.02
H -5.6820 2.9759 2.1110 0.00 -0.01 0.00
H -4.2698 3.5969 1.2651 0.03 0.00 0.00
H -0.8138 3.0359 4.0662 0.00 -0.02 -0.07
H -2.3749 3.1628 4.8063 -0.10 -0.03 -0.04
H -1.5223 4.9564 2.4573 0.01 -0.03 -0.01
H -1.2653 5.3593 4.1504 0.00 -0.01 0.01
H -2.8991 5.2005 3.5399 -0.01 0.01 -0.07
C -0.8346 8.5227 3.3315 0.05 0.01 -0.04
C -2.3466 8.6810 3.3033 0.10 0.03 -0.08
N -2.9449 8.6423 4.6231 -0.09 -0.06 0.05
C -4.3851 8.4665 4.6021 -0.13 -0.11 -0.02
C -5.2410 9.5734 3.9748 -0.07 -0.01 0.05
C -2.4305 9.6111 5.5737 0.17 0.09 0.11
C -2.4991 11.0968 5.1972 -0.03 0.02 0.09
H -0.5538 7.6297 3.8899 0.00 0.01 0.03
H -0.4552 8.4194 2.3143 0.00 0.00 -0.01
H -0.3318 9.3811 3.7788 -0.02 0.01 0.01
H -2.7654 7.8500 2.7291 -0.08 0.00 0.03
H -2.5998 9.5981 2.7472 0.01 -0.01 -0.02
H -4.7223 8.2933 5.6275 0.05 0.04 0.04
H -4.5884 7.5332 4.0664 0.06 0.01 -0.05
H -5.2904 10.4598 4.6056 0.04 0.03 -0.02
H -6.2639 9.2147 3.8439 0.00 -0.01 0.00
H -4.8710 9.8689 2.9927 0.03 0.00 -0.01
H -1.3856 9.3616 5.7764 0.00 -0.02 -0.06
H -2.9456 9.4561 6.5246 -0.09 -0.03 -0.03
H -2.1344 11.2795 4.1856 0.01 -0.02 -0.01
H -1.8721 11.6754 5.8785 0.01 -0.01 0.00
H -3.5091 11.4965 5.2727 -0.02 -0.01 -0.07
C -1.8517 -6.2637 -5.4029 0.00 -0.03 -0.02
C -0.4466 -5.9826 -4.8919 -0.07 -0.09 -0.09
N -0.4319 -5.4266 -3.5531 0.01 0.18 0.12
C 0.8551 -4.8695 -3.1733 0.14 0.08 -0.01
C 2.0450 -5.8291 -3.0620 0.06 0.07 0.08
C -1.1081 -6.2200 -2.5404 -0.18 -0.14 0.06
C -0.6380 -7.6651 -2.3303 -0.03 0.00 0.11
H -2.4788 -5.3755 -5.3175 0.00 0.01 0.04
H -1.8114 -6.5529 -6.4535 0.00 -0.01 -0.01
H -2.3316 -7.0782 -4.8593 -0.01 0.00 0.00
H 0.0207 -5.2512 -5.5564 0.06 0.03 0.05
H 0.1534 -6.9026 -4.9763 -0.01 0.00 -0.03
H 0.7373 -4.3385 -2.2245 -0.08 -0.06 0.04
H 1.1071 -4.0962 -3.9063 -0.05 -0.05 -0.07
H 1.9814 -6.4602 -2.1770 -0.01 -0.04 -0.02
H 2.9708 -5.2562 -2.9770 0.00 0.01 -0.01
H 2.1382 -6.4699 -3.9393 -0.02 -0.01 -0.01
H -2.1736 -6.2430 -2.7840 0.03 0.00 -0.08
H -1.0538 -5.6836 -1.5898 0.12 0.07 -0.03
H -0.5293 -8.2012 -3.2739 -0.01 0.01 -0.02
H -1.3748 -8.2051 -1.7324 -0.01 0.01 -0.01
H 0.3087 -7.7188 -1.7961 0.04 -0.01 -0.06
C 5.2787 -7.7248 -3.2028 0.00 -0.01 -0.05
C 5.9228 -6.5531 -2.4782 0.02 -0.07 -0.11
N 5.9216 -6.7091 -1.0373 -0.04 0.07 0.09
C 6.2338 -5.4860 -0.3207 -0.04 0.16 0.05
C 7.6285 -4.8760 -0.5029 0.01 0.03 0.08
C 6.5446 -7.9215 -0.5380 0.02 -0.23 0.00
C 8.0043 -8.1933 -0.9241 0.02 -0.03 0.09
H 4.2812 -7.9220 -2.8080 0.01 0.00 0.04
H 5.1838 -7.4955 -4.2650 0.01 0.01 -0.01
H 5.8703 -8.6371 -3.1190 0.00 0.00 0.01
H 5.3524 -5.6502 -2.7110 0.03 0.05 0.06
H 6.9327 -6.3922 -2.8886 -0.01 0.00 -0.03
H 6.0574 -5.6606 0.7439 0.02 -0.07 0.00
H 5.4924 -4.7381 -0.6202 0.00 -0.03 -0.07
H 8.3978 -5.4526 0.0089 0.01 -0.03 -0.04
H 7.6457 -3.8701 -0.0790 -0.01 0.00 0.00
H 7.9033 -4.7912 -1.5546 -0.01 -0.02 -0.02
H 5.9429 -8.7712 -0.8713 -0.01 0.03 -0.05
H 6.4534 -7.9230 0.5506 0.00 0.10 0.02
H 8.1783 -8.0512 -1.9914 -0.02 0.00 -0.01
H 8.2575 -9.2288 -0.6883 -0.01 -0.01 0.00
H 8.7014 -7.5600 -0.3780 0.01 0.05 -0.05
```
Positions in Å, forces in eV/Å.

Results
Charge: 0
Electronic energy (Ha): -1665.64127
ΔE to the lowest compared entry with this formula, charge and spin (kJ/mol): 0.0
SMILES: COC[C@@H]1COC(=O)O1.CCN(CC)CC.CCN(CC)CC.CCN(CC)CC.CCN(CC)CC
HOMO (Ha): -0.2879
Kohn-Sham gap (eV): 8.429

Löwdin population analysis, charges in e, atoms 1 to 8: C -0.091; O -0.157; C -0.167; C -0.220; C -0.067; O 0.059; C -0.538; O 0.160


Entry from the Open Molecules 2025 dataset: a cluster of 10 separate species, C29H69N9O10S in total (ωB97M-V with the def2-TZVPD basis set).

Structure (XYZ):
```
118
Properties=species:S:1:pos:R:3:forces:R:3
C 1.8374 -5.7274 -0.9859 -0.17 0.18 0.59
C 2.8587 -5.4512 0.0903 0.53 0.07 -0.38
O 4.0558 -5.6052 -0.0915 -0.21 -0.09 0.11
N 2.3645 -4.9675 1.2594 -0.14 0.03 0.23
C 3.2116 -4.6430 2.3902 -0.03 -0.28 -0.46
H 1.7626 -6.7988 -1.1569 0.17 -0.02 -0.15
H 2.1468 -5.2171 -1.8936 -0.06 -0.09 -0.12
H 0.8564 -5.3745 -0.6663 -0.05 0.04 -0.28
H 1.3731 -4.8460 1.3606 -0.01 -0.06 -0.10
H 3.1129 -5.4102 3.1584 0.00 0.21 0.25
H 2.9587 -3.6478 2.7495 0.06 -0.02 0.26
H 4.2376 -4.6580 2.0318 0.03 0.09 0.03
C 0.2253 -6.6716 -4.8290 0.04 -0.59 0.17
C 0.6389 -5.2288 -4.9264 0.19 0.24 0.01
O 1.3821 -4.8305 -5.8093 0.00 0.04 -0.08
N 0.1605 -4.4241 -3.9507 0.30 0.16 0.26
C 0.5762 -3.0470 -3.7454 -0.89 0.13 -0.17
H 1.1038 -7.3014 -4.9779 0.07 0.15 -0.02
H -0.4731 -6.9521 -5.6172 -0.09 0.21 0.01
H -0.1990 -6.9163 -3.8549 -0.15 0.06 -0.07
H -0.4133 -4.8007 -3.2115 0.00 -0.33 -0.17
H 0.7108 -2.8885 -2.6764 0.22 0.13 -0.04
H -0.2365 -2.3836 -4.0593 0.15 0.14 0.06
H 1.4544 -2.7653 -4.3150 0.18 -0.34 0.01
C -3.2897 -0.7197 1.4253 -0.17 -0.44 0.38
C -3.8699 -1.2789 0.1482 -0.06 0.60 -1.03
O -4.9824 -1.7687 0.0390 0.07 -0.25 0.42
N -3.0747 -1.0572 -0.9316 0.42 0.07 0.20
C -3.3786 -1.4222 -2.3014 -0.29 -0.40 0.36
H -2.2047 -0.6275 1.3631 0.00 0.18 0.02
H -3.5298 -1.3793 2.2599 -0.06 0.00 -0.05
H -3.7541 0.2471 1.6204 0.10 0.07 -0.06
H -2.1563 -0.6742 -0.7686 0.05 -0.05 -0.16
H -4.4574 -1.4071 -2.4460 0.00 0.15 -0.01
H -3.0431 -2.4414 -2.5148 0.10 0.08 -0.11
H -2.8835 -0.7282 -2.9729 0.01 0.01 -0.06
C -1.1738 2.8019 1.5440 0.13 0.09 0.43
C -2.5434 2.8402 2.1745 -0.09 0.40 -0.36
O -3.5319 2.8371 1.4584 -0.15 -0.12 0.07
N -2.6244 2.9726 3.5209 0.23 0.00 0.01
C -3.8704 3.2340 4.1944 -0.47 -0.47 0.21
H -0.3729 3.0515 2.2434 0.05 -0.19 -0.03
H -1.1698 3.5587 0.7617 0.00 -0.09 -0.09
H -1.0036 1.8282 1.0884 0.05 -0.03 0.03
H -1.7988 2.9228 4.0897 0.16 0.05 -0.21
H -4.6329 3.4598 3.4555 0.08 0.18 -0.08
H -3.7623 4.0561 4.8986 -0.02 0.06 -0.03
H -4.2240 2.3483 4.7316 0.06 0.08 0.07
C 1.6407 -0.1808 4.3989 0.60 -0.18 0.69
C 2.1626 0.8282 3.4071 0.03 -0.11 -0.42
O 2.5597 0.4855 2.2908 -0.04 0.17 0.49
N 2.1723 2.1136 3.8027 -0.05 0.38 0.08
C 2.7054 3.2105 3.0069 -0.27 -0.17 -0.29
H 0.6293 -0.5089 4.1735 -0.06 0.07 -0.09
H 1.7116 0.1700 5.4328 -0.37 0.25 -0.15
H 2.3051 -1.0473 4.4005 -0.14 -0.03 -0.41
H 1.7628 2.3739 4.6830 0.10 -0.32 0.13
H 2.0536 4.0762 3.1129 0.12 0.07 0.09
H 2.7069 2.9330 1.9549 0.10 -0.03 0.05
H 3.7192 3.4650 3.3100 0.02 0.06 -0.01
C -1.5296 7.9470 0.3067 -0.13 -0.42 0.19
C -0.1042 7.4270 0.2938 -0.10 0.07 0.25
O 0.8451 8.1721 0.4169 0.20 0.09 0.00
N 0.0160 6.0719 0.2049 -0.10 0.02 -0.28
C 1.2884 5.3910 0.0810 0.17 -0.27 -0.07
H -2.2252 7.1609 0.6121 -0.05 0.05 -0.19
H -1.8101 8.3268 -0.6746 0.01 0.05 -0.01
H -1.6127 8.7452 1.0390 0.14 0.14 -0.10
H -0.7814 5.5599 -0.1332 -0.12 0.10 0.12
H 1.4447 4.7306 0.9357 0.09 0.03 -0.04
H 2.1123 6.0935 0.0318 -0.08 0.15 0.08
H 1.3183 4.7862 -0.8267 -0.05 0.02 -0.01
C 1.0935 1.4916 -0.8202 -0.59 0.93 -0.06
C 0.4971 0.1123 -0.7534 1.51 -0.83 -0.73
O -0.0537 -0.3731 -1.7423 -0.59 0.11 0.67
N 0.8077 -0.6060 0.3470 -0.48 0.34 0.14
C 0.5097 -2.0212 0.5017 -0.07 0.60 0.10
H 1.7497 1.8340 -0.0201 -0.08 -0.46 0.26
H 0.2504 2.1885 -0.8476 0.16 0.11 -0.18
H 1.6226 1.6194 -1.7623 -0.12 -0.14 -0.11
H 1.3592 -0.1354 1.0583 0.06 -0.29 -0.08
H -0.5628 -2.2059 0.4133 0.02 -0.09 -0.10
H 0.8261 -2.2813 1.5114 0.05 -0.23 -0.08
H 1.0436 -2.6145 -0.2393 0.00 -0.10 0.02
C -1.1510 -7.6481 -0.3390 -0.40 0.58 -0.28
C -1.7708 -6.3381 -0.7902 0.07 0.00 -0.56
O -1.3801 -5.7816 -1.8159 -0.22 0.04 0.47
N -2.7984 -5.8548 -0.0669 -0.01 -0.29 0.35
C -3.4998 -4.6527 -0.4430 0.48 0.85 -0.83
H -0.3022 -7.7978 -0.9944 0.13 -0.25 0.13
H -1.8965 -8.4241 -0.5141 0.14 -0.19 0.18
H -0.8539 -7.6124 0.7076 0.00 -0.16 0.01
H -3.1050 -6.3784 0.7334 -0.02 0.01 0.02
H -3.7889 -4.6846 -1.4964 -0.27 -0.28 0.13
H -2.8203 -3.7924 -0.4215 -0.03 -0.07 0.30
H -4.3578 -4.4253 0.1770 -0.03 -0.25 0.14
C -2.0958 2.3935 -2.4492 -0.95 -0.61 0.58
C -1.4069 3.7125 -2.6213 0.21 -0.17 -0.47
O -0.3227 3.8113 -3.1715 -0.01 0.03 0.09
N -2.0380 4.8288 -2.1498 0.63 -0.02 -0.11
C -3.2063 4.9013 -1.3200 -0.38 0.61 0.11
H -1.5114 1.5314 -2.7571 0.48 0.29 0.04
H -3.0494 2.2950 -2.9805 0.10 0.47 -0.14
H -2.3912 2.2694 -1.3984 0.16 -0.10 -0.02
H -1.4704 5.6509 -2.2980 -0.15 0.10 0.01
H -3.7596 5.8155 -1.5501 -0.09 -0.16 -0.24
H -2.9907 4.9934 -0.2494 0.06 -0.46 0.01
H -3.8418 4.0450 -1.5145 -0.11 -0.01 0.24
C 4.9877 1.8674 0.2283 -0.04 -0.17 0.28
S 5.1043 3.4085 -0.6827 0.24 -0.80 -0.69
O 4.1218 4.3451 -0.0991 -0.09 0.32 0.58
C 6.7703 3.7691 -0.1267 0.09 1.03 0.09
H 4.9808 2.0642 1.3019 -0.03 0.15 -0.05
H 5.8486 1.2388 0.0033 -0.06 -0.03 -0.18
H 4.0631 1.3610 -0.0380 0.02 -0.02 -0.06
H 7.0053 4.7907 -0.4369 -0.12 -0.07 -0.10
H 7.4604 3.1110 -0.6494 -0.03 -0.22 0.18
H 6.8591 3.7497 0.9596 0.01 -0.32 0.00
```
Positions in Å, forces in eV/Å.

Results
Charge: 0
Electronic energy (Ha): -2789.90958
ΔE to the lowest compared entry with this formula, charge and spin (kJ/mol): 0.0
HOMO (Ha): -0.3187
Kohn-Sham gap (eV): 8.359

Löwdin population analysis, charges in e, atoms 1 to 8: C 0.009; C -0.546; O 0.040; N -0.006; C -0.062; H 0.085; H 0.090; H 0.054


Among the records above, which one has the highest electronic energy?
C29H68N4O4


Look up the HOMO of the first one.
-0.2879 Ha